# 1
19
Properties=species:S:1:pos:R:3:forces:R:3 method="wB97M-V/def2-TZVPD" smiles=CCPC(C)C charge=0 homo_energy_ev=-8.49 de_lowest_kcal_mol=25.2 gap_ev=9.52 e_lumo_ev=1.0
C 0.346331 2.331417 0.425328 -1.7 1.3 -1.6
C 0.261471 1.774379 -0.996936 2.5 -2.4 2.2
P 0.682083 -0.113015 -1.194690 -0.1 1.0 -1.0
C 0.019967 -0.916105 0.344045 0.5 0.2 -0.8
C 0.572576 -2.324501 0.551602 3.3 -0.9 -1.4
C -1.502251 -0.857442 0.353333 -0.2 -0.9 0.2
H -0.580392 2.157482 0.900257 -1.1 -0.6 0.9
H 1.098469 1.832839 0.996856 0.9 0.4 0.3
H 0.299114 3.456434 0.354116 1.0 -1.0 0.4
H 0.932815 2.340374 -1.564521 1.6 0.3 -1.2
H -0.575365 1.839391 -1.555652 -3.5 0.7 -1.0
H 2.056490 0.078545 -0.919128 0.0 -0.4 0.4
H 0.446279 -0.346800 1.122638 0.2 0.8 1.2
H 0.278055 -3.156234 -0.173509 0.0 1.4 0.8
H 1.792062 -2.278882 0.425211 -2.9 -0.1 0.4
H 0.415525 -2.684449 1.562128 -0.2 0.0 0.2
H -1.736001 -1.866167 0.020949 -0.7 0.0 -0.6
H -1.970683 -0.110684 -0.366527 0.4 -0.8 1.4
H -1.848198 -0.921148 1.423620 -0.1 0.9 -1.1

***

# 2
20
Properties=species:S:1:pos:R:3:forces:R:3 method="wB97M-V/def2-TZVPD" smiles="CP(C)S.C=CC" charge=0 homo_energy_ev=-8.82 de_lowest_kcal_mol=75.5 gap_ev=9.72 e_lumo_ev=0.9
C 0.645668 1.877601 -0.461488 -2.1 -0.1 -3.0
P 1.024899 0.077533 -0.838528 -0.5 1.1 -0.4
C -0.105769 0.162370 -2.258817 -4.5 -1.7 -1.1
S 2.785465 0.426103 -1.996053 0.4 -0.5 0.3
H -0.442162 2.158892 -0.363729 0.6 -1.1 -0.6
H 0.923898 2.181321 0.444525 2.2 1.1 3.7
H 1.013189 2.563172 -1.246839 0.1 -0.4 0.4
H 0.221709 0.699309 -3.089149 1.3 1.4 -1.1
H -0.413471 -0.790098 -2.815315 0.7 0.6 1.3
H -1.173330 0.637957 -2.108695 2.0 -0.8 0.5
H 3.334826 -0.775673 -1.693768 -0.1 0.4 -0.1
C -1.671506 -0.839564 0.652771 0.9 2.2 3.1
C -0.963981 -0.460532 1.732940 -0.2 -2.9 -2.5
C 0.038781 -1.449720 2.123256 0.8 -2.7 1.0
H -2.384682 -0.310965 0.174911 -2.2 2.4 -1.2
H -1.713329 -1.799350 0.342342 0.7 -3.1 -0.9
H -0.908338 0.445811 2.223927 -0.4 2.0 0.6
H 0.025459 -2.417771 1.488883 0.3 1.8 0.9
H 1.020902 -1.045041 2.246930 1.0 0.5 -1.2
H 0.045170 -1.790776 3.158301 -1.2 -0.2 0.5

***

# 3
19
Properties=species:S:1:pos:R:3:forces:R:3 method="wB97M-V/def2-TZVPD" charge=-1 homo_energy_ev="1.53 / -7.72" de_lowest_kcal_mol=7.5 gap_ev="2.67 / 11.97" spin_multiplicity=2 e_lumo_ev="4.2 / 4.2"
C -0.180080 1.707532 0.270025 -0.9 -0.5 1.5
C -0.285816 2.688071 1.454237 -0.1 0.6 -0.2
C -1.612593 1.423959 -0.211857 0.9 -0.1 -0.9
H 0.528912 1.998492 -0.496660 -0.1 0.2 -0.2
H 0.168818 0.773375 0.725628 0.4 0.0 -0.4
H -0.551926 2.115447 2.342880 0.1 0.1 0.2
H -1.079950 3.433346 1.325961 -0.1 -0.2 -0.2
H -1.639092 0.656004 -0.993134 0.1 0.2 -0.2
H -2.238035 0.984016 0.563574 -0.1 0.5 0.3
H 0.588982 3.318721 1.649011 0.3 -0.5 0.0
H -1.983284 2.370023 -0.614538 -0.6 -0.2 0.1
C 0.545753 -2.741277 -1.292202 -0.8 -0.6 -1.5
C 1.540955 -2.603111 -0.185306 0.7 -0.3 0.7
H 0.867319 -2.365820 -2.270410 0.3 0.5 0.3
H 0.265543 -3.759283 -1.595765 0.2 -0.2 0.6
H -0.412452 -2.258583 -1.096334 0.1 0.2 0.3
H 1.303121 -3.211331 0.690869 -0.5 0.2 0.1
H 1.622482 -1.565080 0.140492 0.0 0.0 0.0
H 2.551343 -2.964503 -0.406470 0.0 0.2 -0.5

***

# 4
19
Properties=species:S:1:pos:R:3:forces:R:3 method="wB97M-V/def2-TZVPD" charge=-1 homo_energy_ev="1.59 / -7.92" de_lowest_kcal_mol=8.4 gap_ev="2.63 / 12.13" spin_multiplicity=2 e_lumo_ev="4.2 / 4.2"
C -0.740776 -1.431070 1.574469 0.9 0.2 -0.2
C 0.780514 -1.472426 1.824362 0.3 0.3 -0.1
C -1.154610 -0.109953 0.899073 -0.6 -1.1 0.4
H -0.965152 -2.268218 0.914648 -0.4 -0.1 0.1
H -1.258696 -1.573502 2.522235 -0.2 0.0 0.0
H 1.286168 -0.710413 1.226998 -0.1 0.0 0.0
H -0.559408 0.687594 1.328729 -0.2 0.4 -0.1
H -1.056764 -0.164773 -0.178323 0.6 0.2 -0.1
H 1.232435 -2.407343 1.527286 0.1 -0.5 -0.1
H 1.113587 -1.313329 2.855573 -0.4 0.2 0.1
H -2.228728 0.025191 1.046114 0.0 0.4 0.2
C 0.928326 1.891975 -1.621199 -0.6 0.0 0.2
C 0.115824 0.951729 -2.530218 0.0 0.2 0.1
H 0.254598 2.568015 -1.081803 0.0 0.1 -0.2
H 1.469231 1.390781 -0.815667 0.3 -0.2 -0.3
H 1.585268 2.499834 -2.242511 0.3 -0.1 0.3
H -0.933519 0.932803 -2.235265 0.0 -0.3 0.1
H 0.126321 1.349060 -3.531734 0.0 0.2 -0.5
H 0.498355 -0.066820 -2.604962 0.0 0.0 0.3

***

# 5
19
Properties=species:S:1:pos:R:3:forces:R:3 method="wB97M-V/def2-TZVPD" smiles=CCC.CC charge=0 homo_energy_ev=-11.36 de_lowest_kcal_mol=5.1 gap_ev=12.52 e_lumo_ev=1.2
C -0.932066 -1.414840 -0.388218 0.5 -0.7 -0.2
C -1.508025 -0.028065 -0.623005 -0.3 0.2 0.3
C -2.973943 0.148919 -0.219849 0.2 -0.3 -0.6
H -0.970583 -2.030884 -1.283169 0.0 0.0 -0.3
H -1.410658 -2.039908 0.361777 -0.4 0.4 0.3
H 0.119506 -1.390364 -0.091584 0.0 0.2 -0.1
H -0.910534 0.710452 -0.092688 0.1 0.1 0.1
H -1.427011 0.230038 -1.676075 0.1 0.0 -0.2
H -3.144166 -0.123985 0.816718 0.0 0.1 0.2
H -3.282107 1.176006 -0.403529 -0.1 0.1 0.2
H -3.604017 -0.485018 -0.850416 -0.1 0.0 0.1
C 2.971283 0.574644 -0.111023 0.4 -0.3 -0.6
C 2.318332 0.713935 1.256652 -0.7 0.3 0.1
H 4.053642 0.476077 -0.025634 0.0 0.0 0.1
H 2.634494 -0.314162 -0.656553 0.0 0.0 0.2
H 2.814902 1.411692 -0.802801 -0.2 0.0 0.4
H 2.929321 0.338206 2.073104 0.2 -0.1 -0.1
H 2.097068 1.762070 1.481303 0.1 -0.1 0.0
H 1.360917 0.178594 1.324931 0.2 0.1 -0.1

***

# 6
19
Properties=species:S:1:pos:R:3:forces:R:3 method="wB97M-V/def2-TZVPD" smiles=CCC.CC charge=0 homo_energy_ev=-11.38 de_lowest_kcal_mol=14.0 gap_ev=12.49 e_lumo_ev=1.1
C 1.545043 -2.365358 0.686746 0.5 -0.3 0.0
C 1.524883 -1.736107 -0.713526 -1.0 0.5 0.9
C 0.400414 -0.678152 -0.794052 0.6 0.1 1.4
H 1.620820 -1.667788 1.518383 0.3 0.5 -0.2
H 2.422962 -3.031442 0.722576 -0.5 0.0 0.3
H 0.622982 -2.909554 0.930130 0.2 -0.2 -0.5
H 2.428629 -1.159910 -0.868170 0.5 -0.5 -0.3
H 1.419593 -2.565499 -1.411616 0.1 0.3 -0.3
H -0.331257 -0.879413 -0.003098 -0.4 -0.3 -0.6
H 0.839409 0.257122 -0.413979 -0.1 0.0 -0.4
H -0.040864 -0.501004 -1.762372 -0.2 -0.1 -0.2
C -1.071100 2.710200 0.081191 0.3 0.4 0.2
C -2.005006 1.553497 0.459279 -0.9 0.8 -0.2
H -1.622565 3.645858 -0.039631 0.0 -0.1 -0.3
H -0.306960 2.977472 0.807479 0.1 -0.4 0.3
H -0.536158 2.484265 -0.850399 -0.2 0.2 0.2
H -2.064549 1.196428 1.480481 1.1 -0.1 0.3
H -3.042946 1.922124 0.408910 0.2 -0.3 -0.8
H -1.803339 0.747266 -0.238333 -0.5 -0.3 0.2

***

| no. | calculated total energy (eV) |
| --- | --- |
| 1 | -14683.00962 |
| 2 | -25517.65194 |
| 3 | -5410.18327 |
| 4 | -5410.14363 |
| 5 | -5411.82638 |
| 6 | -5411.44386 |